[1]
{
  "formula": "C17H20ClNO2Re",
  "method": "ωB97M-V/def2-TZVPD",
  "elements": ["Cl", "C", "C", "C", "H", "C", "C", "H", "H", "H", "C", "Re", "C", "C", "O", "O", "H", "H", "H", "C", "N", "C", "C", "C", "C", "C", "C", "C", "C", "H", "H", "H", "H", "H", "H", "H", "H", "H", "H", "H", "H", "H"],
  "xyz": [[-3.207531, -1.519001, -1.794446], [2.228717, -1.814081, -2.421743], [3.074706, -0.667279, -2.559509], [2.235976, 0.463454, -2.856719], [4.156565, -0.673325, -2.548200], [0.876871, 0.023002, -2.918864], [0.862516, -1.382033, -2.597365], [-0.037608, -1.994230, -2.592507], [2.565671, -2.839529, -2.302007], [2.544370, 1.483961, -3.045878], [-0.290796, 0.867400, -3.316059], [1.780876, -0.373348, -0.894291], [3.389133, 0.540120, -0.251244], [1.969147, -2.002446, 0.165315], [4.336451, 1.117127, 0.116257], [2.066687, -2.980128, 0.799712], [-0.191467, 1.870608, -2.881867], [-1.229005, 0.415666, -2.967791], [-0.334704, 0.981933, -4.411309], [-1.933674, -1.352579, 1.723167], [-2.475483, -0.365489, 0.751928], [-3.650166, 0.347439, 1.317210], [-1.438389, 0.594728, 0.165444], [-0.380247, 0.954865, 1.151644], [-0.673660, 1.824997, 2.216190], [0.156904, 1.829360, 3.339524], [1.290445, 1.011698, 3.363752], [1.679001, 0.310468, 2.212198], [0.897096, 0.390126, 1.069822], [-1.593704, -0.845748, 2.632897], [-1.097268, -1.894981, 1.265679], [-2.740553, -2.048621, 1.975426], [-2.830961, -0.922540, -0.163923], [-3.369529, 0.897607, 2.222127], [-4.025144, 1.037297, 0.554242], [-4.419346, -0.396235, 1.549633], [-1.040197, 0.064638, -0.711808], [-1.994905, 1.472726, -0.191135], [-1.563135, 2.457717, 2.160897], [-0.098854, 2.451665, 4.200259], [1.898460, 0.931945, 4.262877], [2.606752, -0.268965, 2.210460]],
  "forces_ev_per_angstrom": [[-0.41, -0.59, -1.38], [0.14, -0.42, -1.56], [0.42, -0.69, -1.77], [-0.06, 0.14, -0.77], [-0.11, -0.05, 0.06], [0.11, -0.31, -0.35], [0.06, -0.05, -1.19], [0.37, 0.00, 0.06], [-0.07, 0.26, 0.14], [0.17, -0.15, 0.00], [-0.15, 0.25, 0.23], [-2.45, 1.62, 4.67], [4.31, 2.69, 2.22], [0.56, -3.79, 3.38], [-3.54, -2.24, -1.55], [-0.37, 3.41, -2.47], [-0.13, -0.19, -0.16], [0.19, 0.16, -0.22], [0.05, -0.16, 0.37], [0.10, -0.32, 0.00], [-0.36, -0.43, -1.40], [-0.31, 0.07, -0.08], [-0.37, 0.22, -0.25], [0.08, 0.86, 0.10], [0.02, -0.53, -0.15], [0.03, 0.10, -0.07], [0.17, -0.25, -0.17], [0.18, 0.72, 0.91], [0.39, -1.62, -1.58], [-0.07, -0.06, -0.29], [-0.21, 0.15, 0.14], [0.21, 0.12, -0.06], [0.79, 1.30, 2.84], [-0.01, -0.19, -0.24], [-0.02, -0.11, 0.25], [0.14, 0.22, 0.04], [0.15, 0.17, 0.28], [0.06, -0.26, 0.08], [0.19, -0.26, 0.21], [0.15, -0.21, -0.29], [-0.15, 0.11, -0.16], [-0.26, 0.32, 0.14]],
  "s2": 3.77,
  "homo_energy_ev": [-14.93, -15.41],
  "e_tot_ev": -38171.7607,
  "multiplicity": 4,
  "total_charge": 2,
  "gap_ev": [9.046, 3.923]
}

[2]
{
  "formula": "C17H20CoN10O2",
  "method": "ωB97M-V/def2-TZVPD",
  "elements": ["Co", "C", "N", "C", "C", "N", "C", "C", "C", "C", "C", "C", "N", "C", "N", "C", "C", "C", "C", "C", "C", "N", "H", "H", "H", "H", "H", "H", "H", "H", "H", "H", "H", "H", "H", "H", "H", "N", "N", "C", "N", "N", "N", "O", "O", "H", "H", "H", "H", "H"],
  "xyz": [[0.384874, 0.255970, -0.026788], [-1.063539, 2.691270, 0.279316], [-0.529753, 1.821246, -0.803032], [0.287517, 2.529906, -1.826024], [1.531522, 1.730319, -2.039674], [1.840777, 0.726617, -1.237365], [3.034324, 0.190803, -1.717468], [3.807281, -0.868463, -1.249482], [4.972951, -1.138048, -1.937015], [5.368560, -0.379094, -3.049326], [4.611972, 0.676521, -3.516867], [3.436337, 0.938887, -2.824632], [2.448768, 1.905640, -3.000361], [-1.363848, 1.794085, 1.438358], [-0.728294, 0.645414, 1.563554], [-1.209083, 0.053942, 2.727971], [-0.862464, -1.139946, 3.360433], [-1.516636, -1.438983, 4.537004], [-2.481346, -0.579636, 5.085899], [-2.819974, 0.612382, 4.480087], [-2.162149, 0.907175, 3.291760], [-2.237337, 2.002750, 2.437208], [-1.935311, 3.259371, -0.051604], [-0.287225, 3.404685, 0.563832], [-1.323221, 1.372057, -1.263608], [0.537460, 3.531039, -1.469895], [-0.272804, 2.650766, -2.754351], [3.511439, -1.446811, -0.385694], [5.606109, -1.950265, -1.608233], [6.294604, -0.627905, -3.548473], [4.922192, 1.263928, -4.369765], [2.442652, 2.627016, -3.704088], [-0.089049, -1.788113, 2.972463], [-1.269627, -2.349436, 5.065088], [-2.959488, -0.854174, 6.015678], [-3.551650, 1.280173, 4.912929], [-2.790178, 2.832590, 2.582121], [-2.771575, -0.341770, -1.722308], [-2.881530, -1.681787, -1.328507], [-1.919963, -2.334396, -0.652421], [-2.165243, -3.589423, -0.316013], [-0.798467, -1.629648, -0.386679], [0.182915, -2.234628, 0.327509], [1.089529, -1.422418, 0.655925], [0.239788, -3.394946, 0.638297], [-3.597513, 0.148487, -1.392949], [-2.766990, -0.303072, -2.737709], [-3.696881, -2.202644, -1.618562], [-3.048511, -4.020463, -0.537541], [-1.451925, -4.136968, 0.141006]],
  "forces_ev_per_angstrom": [[0.17, 0.41, 0.53], [0.03, -0.03, 0.01], [-0.04, 0.17, 0.01], [-0.01, 0.01, 0.06], [0.14, -0.02, 0.03], [-0.58, -0.20, -0.40], [0.19, -0.01, 0.04], [0.04, -0.02, -0.06], [-0.04, -0.02, 0.06], [-0.01, 0.04, -0.04], [0.01, -0.03, 0.02], [0.07, -0.09, 0.07], [-0.09, 0.09, 0.03], [0.04, -0.11, -0.01], [-0.21, 0.20, -0.44], [0.01, 0.00, 0.14], [-0.04, 0.00, -0.01], [0.03, -0.02, -0.01], [-0.03, 0.04, 0.01], [0.00, -0.02, 0.00], [0.07, -0.08, 0.03], [0.03, 0.06, -0.04], [0.00, 0.00, 0.04], [-0.01, -0.02, -0.01], [0.08, -0.09, 0.04], [0.01, -0.02, 0.00], [0.01, -0.01, 0.00], [0.00, 0.01, 0.01], [0.00, 0.00, 0.00], [0.00, 0.01, -0.01], [0.00, 0.00, 0.00], [0.01, -0.01, 0.00], [0.01, 0.00, 0.00], [0.01, -0.01, 0.00], [-0.01, 0.00, 0.00], [0.00, 0.01, 0.01], [-0.01, -0.01, -0.01], [-0.04, -0.01, -0.02], [-0.04, 0.03, -0.02], [0.10, 0.16, -0.09], [0.01, -0.04, 0.00], [0.30, -0.30, 0.22], [-0.09, -0.04, -0.07], [-0.04, -0.02, -0.10], [-0.07, 0.00, -0.03], [-0.01, -0.02, -0.01], [0.00, -0.02, 0.01], [0.01, 0.01, 0.00], [0.00, 0.00, 0.01], [0.01, 0.02, -0.01]],
  "s2": 0.79,
  "homo_energy_ev": [-14.07, -14.10],
  "e_tot_ev": -74562.3600,
  "multiplicity": 2,
  "total_charge": 2,
  "gap_ev": [7.971, 7.990]
}

[3]
{
  "formula": "C17H20F6N2OOs",
  "method": "ωB97M-V/def2-TZVPD",
  "elements": ["C", "C", "H", "H", "H", "H", "H", "H", "C", "C", "C", "C", "H", "H", "H", "H", "N", "C", "C", "N", "C", "C", "C", "H", "H", "C", "H", "H", "Os", "C", "H", "H", "H", "C", "C", "O", "C", "F", "F", "F", "C", "F", "F", "F", "H", "H", "H"],
  "xyz": [[-4.791770, 0.128142, -0.013196], [-4.802949, 1.422079, -0.816762], [-4.995633, -0.728857, -0.663553], [-5.600386, 0.170921, 0.724235], [-3.859438, -0.053002, 0.519492], [-3.953579, 1.540303, -1.484164], [-5.715504, 1.447014, -1.420801], [-4.842111, 2.296066, -0.157423], [0.584986, -2.903458, -0.232447], [1.520051, -3.911267, -0.445081], [2.679819, -3.666160, -1.182004], [2.884503, -2.398501, -1.671284], [-0.320397, -3.041813, 0.360398], [1.339395, -4.894169, -0.020125], [3.414099, -4.440548, -1.382002], [3.770698, -2.129051, -2.228806], [0.768457, -1.667062, -0.752767], [1.901126, -1.423271, -1.460305], [2.027572, -0.084211, -1.937372], [1.020424, 0.773741, -1.585490], [1.170015, 2.086113, -1.911492], [3.212007, 1.628354, -3.112196], [2.222108, 2.523092, -2.705377], [0.411796, 2.748002, -1.505752], [2.238519, 3.573121, -2.986781], [3.136571, 0.322327, -2.682399], [3.896480, -0.419551, -2.918266], [4.026167, 1.928111, -3.759839], [-0.467875, 0.095856, -0.303323], [-1.486362, 1.823902, -0.370210], [-1.791735, 2.041236, -1.415463], [-0.907987, 2.691574, 0.005431], [-2.408288, 1.749709, 0.228751], [-1.022818, -0.690095, 2.312287], [0.282117, 0.132965, 2.430295], [0.731534, 0.544499, 1.177880], [0.208026, 1.468689, 3.271594], [-0.033200, 1.286299, 4.601038], [1.373309, 2.151273, 3.150033], [-0.774035, 2.276774, 2.787551], [1.463449, -0.716426, 3.059276], [1.183679, -1.137571, 4.316386], [1.686227, -1.827253, 2.306081], [2.626353, -0.028772, 3.088282], [-1.397206, -0.648918, 1.228087], [-1.810699, -0.304632, 2.976646], [-0.797498, -1.735552, 2.580948]],
  "forces_ev_per_angstrom": [[-0.52, -0.03, -0.24], [-0.45, 0.18, 0.11], [0.13, 0.04, 0.14], [0.23, -0.16, -0.02], [0.20, 0.00, 0.14], [-0.02, -0.10, -0.12], [0.19, 0.09, 0.02], [0.10, -0.09, -0.11], [-0.20, 2.18, -0.69], [0.76, -1.04, -0.17], [-0.04, -0.25, 0.07], [0.25, -0.21, -0.22], [0.32, -0.11, -0.19], [0.03, 0.09, -0.04], [-0.17, 0.00, 0.20], [0.01, -0.36, 0.10], [-0.35, -2.18, 0.90], [-0.69, 0.55, 0.30], [-0.72, -0.22, 0.53], [0.41, 1.53, -1.08], [-0.87, -1.91, 0.97], [-0.07, 0.56, -0.20], [0.99, 0.22, -0.59], [0.14, 0.00, -0.30], [0.13, -0.18, -0.03], [0.28, -0.10, -0.17], [-0.10, 0.51, -0.13], [-0.03, 0.18, 0.11], [1.22, 0.22, -0.94], [-0.99, 0.96, 0.04], [0.11, -0.05, 0.38], [-0.27, -0.44, 0.01], [0.19, 0.21, -0.19], [0.52, 0.27, 0.79], [1.29, 0.56, 0.85], [0.19, -0.21, 0.52], [-0.14, 0.93, 0.83], [0.18, -0.12, -1.58], [-1.13, -0.59, 0.11], [0.52, -0.83, 0.16], [0.39, 0.15, 0.86], [0.08, 0.36, -1.19], [-0.25, 0.23, -0.04], [-1.09, -0.73, -0.11], [-0.41, -0.31, 1.06], [0.09, -0.16, -0.47], [-0.43, 0.32, -0.37]],
  "s2": 6.05,
  "homo_energy_ev": [-14.54, -15.76],
  "e_tot_ev": -41732.3003,
  "multiplicity": 5,
  "total_charge": 2,
  "gap_ev": [5.875, 3.562]
}

Question: What is the formula in the third record?
Answer: C17H20F6N2OOs